# 1
A structure of composition C11H27As3PtSe4, computed with ωB97M-V/def2-TZVPD.

Cartesian coordinates (Å):
Pt (-1.228, 1.441, 2.423)
C (-4.121, -0.341, 0.857)
As (-2.250, -0.453, 1.272)
C (-2.099, -2.094, 2.271)
C (-1.421, -0.696, -0.461)
C (0.111, -0.712, -0.599)
C (0.740, -1.659, 0.426)
C (0.704, 0.705, -0.497)
As (0.898, 1.551, 1.233)
C (1.482, 3.321, 0.760)
C (2.428, 0.778, 2.099)
C (0.400, -1.232, -2.029)
As (2.316, -1.266, -2.556)
C (2.290, 0.361, -3.653)
C (2.051, -2.510, -4.036)
H (-4.383, -1.261, 0.336)
H (-4.312, 0.517, 0.215)
H (-4.701, -0.256, 1.772)
H (-2.194, -2.927, 1.576)
H (-2.914, -2.127, 2.991)
H (-1.146, -2.157, 2.788)
H (-1.860, 0.072, -1.102)
H (-1.827, -1.655, -0.796)
H (0.553, -1.340, 1.457)
H (1.819, -1.727, 0.292)
H (0.334, -2.668, 0.321)
H (0.141, 1.412, -1.111)
H (1.729, 0.703, -0.876)
H (2.366, 3.222, 0.130)
H (1.734, 3.883, 1.656)
H (0.700, 3.838, 0.208)
H (3.172, 0.610, 1.320)
H (2.184, -0.161, 2.585)
H (2.806, 1.488, 2.830)
H (-0.165, -0.660, -2.769)
H (0.051, -2.266, -2.093)
H (2.456, 1.254, -3.050)
H (1.360, 0.464, -4.211)
H (3.113, 0.287, -4.364)
H (1.876, -3.511, -3.646)
H (2.963, -2.527, -4.631)
H (1.218, -2.210, -4.669)
Se (-1.764, 1.194, 4.922)
Se (-2.200, 3.312, 5.386)
Se (-3.161, 4.416, 3.435)
Se (-2.249, 3.589, 1.588)

Output
LUMO level (spin up / spin down), eV: -7.431 / -9.669
Spin multiplicity: 5
Net charge: +2
⟨S²⟩: 6.016
E, a.u.: -16867.08792

These are the natural (NBO) partial charges, in e, on atoms 1 to 6: 0.273, -0.943, 1.113, -0.951, -0.728, -0.050

=====

# 2
A cluster of 2 separate species, C11H27B3INO5 in total, computed with ωB97M-V/def2-TZVPD.

Cartesian coordinates (Å):
C (3.700, -2.203, 2.822)
C (5.052, -1.533, 2.175)
N (4.848, -0.942, 0.780)
B (3.636, 0.021, 0.775)
O (2.319, -0.541, 0.420)
B (1.276, 0.496, 0.292)
C (-0.364, 0.175, 0.149)
C (-0.685, -1.280, -0.534)
C (-0.321, -2.573, 0.405)
I (-0.964, -2.422, 2.491)
O (1.608, 1.965, 0.329)
B (2.616, 2.029, 1.445)
C (2.152, 2.716, 2.867)
O (2.726, 4.055, 3.115)
C (2.270, 4.370, 4.509)
O (3.929, 1.417, 1.155)
H (2.980, -2.660, 1.990)
H (4.053, -3.072, 3.557)
H (3.150, -1.333, 3.423)
H (5.855, -2.412, 2.087)
H (5.513, -0.688, 2.874)
H (4.614, -1.720, 0.093)
H (-0.810, 1.012, -0.576)
H (-0.861, 0.358, 1.192)
H (-1.814, -1.328, -0.906)
H (-0.028, -1.380, -1.523)
H (-0.866, -3.531, -0.049)
H (0.849, -2.769, 0.287)
H (2.443, 1.954, 3.730)
H (0.971, 2.830, 2.837)
H (2.878, 3.748, 5.299)
H (2.361, 5.523, 4.755)
H (1.130, 4.053, 4.664)
C (-3.969, -0.853, -5.537)
C (-4.166, -1.513, -4.184)
O (-3.522, -0.820, -3.117)
C (-3.956, 0.514, -2.870)
C (-5.421, 0.609, -2.480)
H (-2.906, -0.680, -5.733)
H (-4.378, -1.483, -6.333)
H (-4.472, 0.117, -5.586)
H (-3.723, -2.515, -4.215)
H (-5.228, -1.651, -3.961)
H (-3.733, 1.153, -3.731)
H (-3.348, 0.889, -2.039)
H (-6.074, 0.332, -3.312)
H (-5.672, 1.632, -2.184)
H (-5.645, -0.067, -1.649)

Output
SMILES string: CCNB1OB(CCCI)OB(COC)O1.CCOCC
LUMO level, eV: 0.343
Spin multiplicity: 1
E, a.u.: -1238.62494

These are the natural (NBO) partial charges, in e, on atoms 1 to 6: -0.665, -0.226, -0.913, 1.279, -0.939, 1.187

=====

# 3
A structure of composition C11H27BNO10V, computed with ωB97M-V/def2-TZVPD.

Cartesian coordinates (Å):
O (-0.694, 4.239, -2.311)
V (-0.539, 4.107, -3.877)
C (1.687, 3.121, -5.196)
O (2.857, 3.552, -5.528)
O (0.721, 3.761, -5.772)
O (1.367, 2.881, -3.942)
C (-0.672, 6.558, -4.983)
O (-0.345, 6.867, -6.177)
O (-1.741, 5.897, -4.631)
O (0.360, 6.146, -4.281)
B (-2.214, 2.499, -4.444)
H (-3.073, 1.787, -4.855)
H (-1.537, 1.940, -3.639)
H (-1.653, 3.003, -5.312)
H (-2.705, 3.393, -3.911)
C (1.590, 4.172, -0.079)
O (2.934, 4.421, -0.472)
C (3.196, 5.750, -0.808)
C (4.683, 5.931, -1.102)
N (5.162, 4.836, -1.884)
C (6.596, 4.688, -1.853)
C (7.188, 3.703, -2.854)
O (6.309, 3.574, -3.930)
C (6.396, 2.451, -4.741)
H (1.059, 3.390, -0.622)
H (0.971, 5.062, -0.190)
H (1.701, 3.822, 0.958)
H (2.930, 6.463, -0.004)
H (2.547, 6.123, -1.612)
H (5.102, 5.933, -0.064)
H (4.958, 6.914, -1.492)
H (4.698, 3.968, -1.650)
H (6.980, 4.478, -0.835)
H (6.948, 5.696, -2.114)
H (7.384, 2.742, -2.352)
H (8.152, 4.029, -3.276)
H (6.433, 1.547, -4.107)
H (7.189, 2.549, -5.493)
H (5.440, 2.247, -5.232)
C (-1.904, 1.002, 1.086)
C (-3.176, 1.622, 0.535)
C (-3.134, 1.940, -0.950)
O (-4.259, 0.648, 0.742)
H (-2.001, 0.866, 2.169)
H (-0.978, 1.516, 0.833)
H (-1.856, 0.005, 0.640)
H (-3.611, 2.415, 1.156)
H (-2.549, 2.862, -1.007)
H (-4.160, 2.087, -1.271)
H (-2.565, 1.175, -1.471)
H (-4.221, 0.283, 1.630)

Output
ΔE to the lowest compared entry with this formula, charge and spin, eV: 0.593
LUMO level (spin up / spin down), eV: 5.900 / 5.900
Spin multiplicity: 2
Net charge: -3
⟨S²⟩: 0.767
E, a.u.: -2211.08868

These are the natural (NBO) partial charges, in e, on atoms 1 to 6: -0.672, 1.532, 0.905, -0.832, -0.803, -0.847

=====

# 4
A structure of composition C11H27Br2NO3P, computed with ωB97M-V/def2-TZVPD.

Cartesian coordinates (Å):
C (2.448, -4.125, -3.140)
N (2.673, -2.888, -2.386)
C (1.665, -1.870, -2.685)
C (2.122, -0.452, -2.236)
Br (0.393, 0.537, -1.900)
P (2.870, 0.508, -3.612)
O (2.867, -0.496, -5.006)
Br (5.102, 0.667, -3.051)
H (2.326, -4.967, -2.446)
H (3.275, -4.370, -3.821)
H (1.550, -4.030, -3.761)
H (3.608, -2.540, -2.523)
H (0.780, -2.110, -2.077)
H (1.322, -1.882, -3.739)
H (2.316, -0.069, -5.643)
C (-5.340, 0.469, -1.057)
C (-3.939, -0.001, -0.700)
O (-2.966, 1.020, -0.749)
C (-3.163, 2.116, 0.122)
C (-3.187, 1.738, 1.594)
H (-5.343, 0.943, -2.040)
H (-6.032, -0.374, -1.070)
H (-5.717, 1.202, -0.340)
H (-3.619, -0.750, -1.425)
H (-3.930, -0.492, 0.279)
H (-4.071, 2.665, -0.156)
H (-2.324, 2.790, -0.058)
H (-4.032, 1.088, 1.831)
H (-3.272, 2.633, 2.212)
H (-2.276, 1.208, 1.869)
C (1.390, -0.914, 2.451)
C (0.736, 0.443, 2.267)
O (0.415, 1.099, 3.489)
C (1.506, 1.383, 4.340)
C (2.548, 2.294, 3.715)
H (0.760, -1.561, 3.066)
H (1.550, -1.389, 1.483)
H (2.359, -0.833, 2.949)
H (-0.206, 0.310, 1.737)
H (1.354, 1.090, 1.637)
H (1.962, 0.452, 4.696)
H (1.080, 1.876, 5.216)
H (3.026, 1.830, 2.852)
H (3.328, 2.530, 4.441)
H (2.089, 3.224, 3.375)

Output
LUMO level, eV: 2.890
Spin multiplicity: 1
Net charge: -1
E, a.u.: -6205.15992

These are the natural (NBO) partial charges, in e, on atoms 1 to 6: -0.412, -0.642, -0.292, -0.748, -0.145, 0.952